# 1
Molecular formula: C13H25BBr2ClFGaO5
Method: DFT, ωB97M-V/def2-TZVPD

Each line ends with the Löwdin charge.
Atoms and positions in Å:
Br: -0.806651 3.453255 0.350657  0.764
Br: -3.015899 6.375608 -0.140016  0.595
Ga: 1.615800 -1.862527 -0.071090  0.508
Cl: 2.035813 0.493352 -2.340318  0.601
F: 2.349271 -4.276072 -3.417659  0.024
O: 0.755770 -4.289172 1.724766  0.078
O: 1.242386 -4.700969 -1.614306  0.168
O: -2.997711 -0.991283 -2.121752  -0.012
O: -2.109865 -0.007515 -3.826905  0.143
O: 2.294867 -2.750946 2.793864  -0.084
C: -3.181724 -0.739565 -0.724105  -0.204
C: 1.624444 -1.668890 3.435713  -0.127
C: -0.327851 -1.431169 -0.618529  -0.239
C: -3.385285 4.655832 0.695456  -0.700
C: -2.261811 0.294323 -0.085277  -0.212
C: -2.737643 0.087357 -2.872105  -0.417
C: -2.209000 4.161861 1.494875  -0.676
C: 2.473366 2.323220 -0.413564  -0.175
C: 2.872045 0.878233 -0.772155  -0.740
C: 1.994108 -4.007883 -2.113246  -0.597
C: 2.689166 -2.843115 -1.532070  -0.152
C: 2.547051 -0.078277 0.389472  -0.258
C: -0.729459 -0.042501 -0.109177  -0.298
B: 1.520786 -3.123352 1.650523  -0.561
H: 2.238267 -0.771160 3.416477  0.079
H: -0.166351 -4.075399 1.906869  0.084
H: -2.556448 0.346910 0.965922  0.104
H: -3.669145 3.974018 -0.100119  0.046
H: -3.191156 1.039221 -2.574869  0.144
H: 3.606173 -3.211643 -1.067564  0.067
H: 3.934451 0.861314 -0.977674  0.078
H: 1.412013 -1.934080 4.469304  0.079
H: 3.009086 -2.210521 -2.357621  0.029
H: 1.429625 2.474675 -0.670791  -0.030
H: -0.328654 -1.392372 -1.707547  0.040
H: -3.077802 -1.657033 -0.166505  0.110
H: -4.214252 -0.414634 -0.542022  0.113
H: 3.041434 3.000384 -1.050787  0.065
H: -0.369233 0.027437 0.920751  0.076
H: 0.671023 -1.471216 2.934847  0.069
H: 1.955922 0.437307 1.142808  0.032
H: -1.757164 4.937597 2.105155  0.047
H: 2.672264 2.483891 0.638024  0.070
H: -0.224650 0.758371 -0.635320  0.033
H: 3.495141 -0.347051 0.858056  0.052
H: -0.991504 -2.225949 -0.285826  0.044
H: -2.506380 3.328940 2.130090  0.059
H: -4.241800 4.832094 1.343470  0.054
H: -2.422832 1.299095 -0.458182  0.033

Atomic forces in eV per Å
-0.018 0.347 0.197
-0.009 -0.054 -0.048
-0.525 -0.076 0.063
0.160 0.019 -0.222
0.194 0.042 -0.698
0.103 0.093 0.726
-3.585 -3.487 2.034
0.026 -0.072 0.910
2.600 -0.124 -4.441
-0.552 -0.343 0.149
-0.705 0.954 0.634
0.222 -0.406 -0.180
0.891 0.687 -0.581
-0.101 0.216 0.125
0.731 -0.456 0.212
-2.076 -0.006 3.034
0.132 -0.291 -0.148
0.435 -0.517 -1.024
-0.535 0.396 1.440
3.065 3.099 -0.956
0.214 0.365 -0.520
0.247 -0.399 -0.920
-0.639 -0.589 0.560
0.497 0.353 -0.250
0.051 0.176 -0.067
0.041 -0.172 -0.323
-0.272 -0.086 0.063
0.066 -0.027 0.012
-0.218 0.083 0.544
0.027 -0.129 0.128
0.114 -0.202 -0.343
-0.044 -0.055 0.149
0.072 0.179 0.033
-0.107 -0.015 0.309
-0.264 -0.300 -0.161
0.192 -0.543 -0.400
-0.115 0.014 -0.217
0.034 0.312 0.155
-0.079 0.288 0.162
-0.055 0.347 0.119
-0.162 0.100 0.052
-0.071 0.042 -0.018
-0.019 0.286 0.141
0.292 -0.107 -0.331
0.082 -0.016 0.139
-0.118 -0.050 0.064
-0.064 0.022 -0.020
0.026 -0.018 0.014
-0.181 0.120 -0.301

Values from the calculation:
HOMO energy: -4.13 eV
Calculated total energy: -232503.2562 eV
Frontier orbital gap: 0.2266 Ha
Net charge: -1

---

# 2
Molecular formula: C3H3NO2
Method: DFT, ωB97M-V/def2-TZVPD

Each line ends with the Löwdin charge.
Atoms and positions in Å:
O: -0.080560 -1.250034 0.890039  0.003
O: 2.149386 -0.938858 0.699619  0.103
N: 0.579701 0.679489 0.132324  0.118
C: -1.360310 -0.370703 0.414998  0.068
C: -0.777009 0.762981 -0.027488  -0.099
C: 1.012686 -0.569089 0.581427  -0.597
H: 1.253013 1.392963 -0.073537  0.157
H: -1.210046 1.671934 -0.436491  0.127
H: -1.388405 -1.417508 0.134212  0.120

Atomic forces in eV per Å
0.341 1.302 0.380
0.056 0.143 -0.088
0.305 0.274 0.080
2.509 -1.389 0.600
0.236 -0.359 -0.070
0.249 0.276 0.324
-0.026 0.226 0.013
-0.107 -0.448 0.029
-3.564 -0.027 -1.267

Values from the calculation:
HOMO energy: -9.39 eV
Calculated total energy: -8741.8685 eV
Frontier orbital gap: 0.3627 Ha
ΔE to the lowest compared entry with this formula, charge and spin: 75.2 kcal per mole

---

# 3
Molecular formula: C22H26ClN3O
Method: DFT, ωB97M-V/def2-TZVPD

Each line ends with the Löwdin charge.
Atoms and positions in Å:
Cl: 0.055520 -2.069947 -4.699904  0.698
O: -4.286903 0.324556 1.787455  0.058
N: -2.161194 -0.361871 1.425672  0.068
N: -1.177816 2.007680 2.128878  -0.204
N: 1.117507 2.307999 1.157046  -0.196
C: 1.539244 -2.489588 -0.352472  -0.050
C: 2.036910 -1.303773 -0.893516  -0.230
C: -0.301122 2.659495 3.083840  -0.160
C: 2.293829 -3.725666 -2.262171  -0.100
C: 2.780555 -2.554410 -2.818904  -0.115
C: 1.900542 -0.070266 -0.133218  -0.064
C: -1.125059 -3.052676 -2.487406  -0.110
C: 2.606807 1.044675 -0.298478  -0.063
C: -0.822253 -0.666838 -2.574710  -0.095
C: -2.493470 -1.570050 0.714779  -0.121
C: -1.850675 -1.678389 -0.643226  -0.202
C: -1.256593 2.786917 0.908791  -0.152
C: 1.670796 -3.687899 -1.026281  -0.095
C: 2.653595 -1.356346 -2.143749  -0.045
C: 2.434841 2.262433 0.563090  -0.197
C: -1.413745 -0.554747 -1.329933  -0.030
C: -2.477574 1.664442 2.664009  -0.101
C: 0.107669 2.725051 0.205588  -0.160
C: -1.701751 -2.925598 -1.238235  -0.044
C: -0.680947 -1.918738 -3.147321  -0.670
C: 0.999846 3.078379 2.373804  -0.162
C: -3.090312 0.488039 1.901638  -0.490
H: -1.014181 -4.022346 -2.946158  0.110
H: 1.855267 2.868468 3.018037  0.118
H: 1.054849 -2.466339 0.613531  0.112
H: 1.285151 -4.596863 -0.587513  0.107
H: -0.775315 3.544287 3.543541  0.122
H: 3.382122 1.116837 -1.047953  0.104
H: -1.193589 -0.086340 1.529129  0.131
H: -3.585779 -1.567759 0.610927  0.134
H: -0.083832 1.938607 3.876303  0.121
H: 0.347168 3.714036 -0.230234  0.125
H: 3.177855 2.221069 1.368201  0.124
H: -2.215363 -2.444879 1.316783  0.129
H: -1.531852 3.834062 1.125840  0.126
H: -0.476380 0.209920 -3.099427  0.110
H: 0.990034 4.164847 2.169979  0.123
H: 3.023659 -0.448947 -2.596572  0.108
H: -2.359506 1.338270 3.701981  0.134
H: 1.170948 -0.089886 0.665907  0.107
H: -2.043051 -3.809142 -0.719192  0.118
H: 0.100216 1.994819 -0.606282  0.101
H: -2.038903 2.369944 0.271808  0.118
H: 3.257923 -2.576568 -3.787760  0.102
H: 2.394738 -4.660891 -2.792715  0.103
H: -3.192374 2.502101 2.657672  0.135
H: 2.653355 3.169202 -0.032360  0.122
H: -1.541407 0.420623 -0.888539  0.092

Atomic forces in eV per Å
0.048 -0.011 -0.333
-0.359 0.061 0.049
0.372 -0.350 -0.244
-0.277 0.077 0.217
0.308 0.166 0.035
0.111 0.196 0.001
0.082 -0.460 -0.210
0.069 -0.038 0.134
0.015 -0.104 0.037
0.134 0.004 -0.020
0.152 0.384 0.073
-0.071 0.054 -0.065
-0.065 -0.095 0.058
-0.010 -0.078 -0.093
-0.350 -0.129 0.125
0.072 0.041 -0.007
0.060 0.010 -0.067
0.102 -0.132 -0.039
-0.010 -0.006 0.070
-0.064 0.054 0.070
-0.062 -0.102 0.030
-0.059 0.093 -0.069
-0.079 -0.054 -0.117
-0.070 0.163 -0.016
-0.111 0.036 0.216
-0.031 0.037 0.032
0.156 0.244 0.204
0.045 -0.081 -0.059
-0.022 0.068 -0.040
-0.068 0.026 0.106
-0.047 -0.075 0.034
0.013 -0.073 -0.019
0.108 -0.112 -0.143
-0.070 0.107 0.044
0.176 -0.081 0.065
-0.016 0.075 0.026
0.011 -0.101 0.029
-0.028 0.097 -0.049
-0.092 0.058 -0.094
-0.052 -0.083 -0.005
0.060 0.074 -0.074
0.048 -0.056 0.027
0.020 0.110 -0.064
-0.019 0.031 -0.031
-0.115 0.075 0.102
-0.019 -0.127 0.085
-0.051 0.073 -0.024
-0.004 0.062 -0.014
0.013 0.009 -0.073
-0.002 -0.080 -0.050
0.017 -0.133 -0.007
0.020 -0.054 0.091
0.012 0.128 0.069

Values from the calculation:
HOMO energy: -8.37 eV
Calculated total energy: -42276.2877 eV
Frontier orbital gap: 0.3328 Ha
ΔE to the lowest compared entry with this formula, charge and spin: 19.7 kcal per mole

---

# 4
Molecular formula: C13H14N4RuS7
Method: DFT, ωB97M-V/def2-TZVPD

Each line ends with the Löwdin charge.
Atoms and positions in Å:
Ru: 0.359729 -2.318040 -2.021042  0.007
S: -1.200157 -3.188141 -0.489805  0.554
S: 1.620723 -1.659281 -3.945161  -0.135
S: -1.416211 -1.083391 -2.938727  0.556
S: 1.397947 -0.557101 -0.574398  0.611
S: 1.878281 -3.993977 -1.242681  -0.130
S: 3.479211 -2.237271 -4.047505  -0.115
S: 3.669239 -4.009966 -2.010390  -0.116
N: -7.427044 -0.272577 -2.208271  0.156
N: -7.168726 -2.850719 0.804054  0.156
N: 1.881973 0.495144 1.759529  -0.019
N: 2.305795 1.837845 -0.143679  -0.018
C: -2.786100 -1.485676 -1.957472  -0.693
C: -3.827937 -2.703565 -0.142149  -0.069
C: -6.403952 -0.693164 -1.896477  -0.204
C: 2.216104 1.497169 3.963249  -0.089
C: -6.216878 -2.528669 0.246119  -0.204
C: 3.524157 3.927038 0.199329  -0.088
C: 2.882216 0.952107 2.705686  -0.245
C: -5.154966 -1.230419 -1.534119  -0.201
C: -5.060900 -2.150116 -0.461272  -0.201
C: -2.692187 -2.402858 -0.888622  -0.694
C: -4.012678 -0.896306 -2.249598  -0.069
C: 1.894945 0.685009 0.420786  -0.816
C: 2.210252 3.178366 0.393826  -0.243
H: -4.068613 -0.185107 -3.059391  0.110
H: 3.534487 0.112988 2.974833  0.121
H: 1.624691 0.719659 4.438829  0.072
H: 1.407746 3.716421 -0.124698  0.121
H: -3.739802 -3.394216 0.682371  0.110
H: 1.946066 3.124212 1.448550  0.099
H: 3.762889 3.992281 -0.858581  0.072
H: 4.338393 3.407402 0.697525  0.065
H: 2.964705 1.844138 4.670199  0.069
H: 2.280840 1.787766 -1.153892  0.120
H: 3.452661 4.934392 0.600298  0.069
H: 1.554226 2.323479 3.717113  0.065
H: 1.486750 -0.407784 1.991570  0.118
H: 3.502123 1.712926 2.234065  0.099

Atomic forces in eV per Å
0.126 -0.058 -0.052
0.568 0.270 -0.523
-1.306 -1.095 0.494
0.639 -0.442 0.296
0.496 0.511 0.559
-1.535 0.322 -1.018
0.593 -0.313 0.721
0.505 0.658 -0.504
-0.134 0.113 -0.040
-0.103 -0.040 0.133
-0.035 0.109 0.341
0.213 0.295 -0.010
0.322 -0.137 0.028
-0.476 0.130 -0.118
-0.747 0.357 -0.250
0.211 -0.007 -0.178
-0.704 -0.241 0.457
-0.228 -0.043 0.137
-0.033 0.264 0.239
1.056 -0.389 0.216
1.003 0.236 -0.517
0.319 0.035 -0.188
-0.453 -0.135 0.201
-0.454 -0.685 -0.635
0.243 0.210 0.141
-0.079 0.039 -0.099
0.028 0.089 -0.115
-0.091 -0.066 0.090
-0.019 -0.075 0.133
-0.069 -0.100 0.063
-0.060 0.001 -0.016
0.068 0.028 -0.126
0.102 -0.050 0.051
0.075 0.034 0.144
-0.021 -0.164 0.150
0.015 0.158 0.020
-0.078 0.090 -0.007
0.014 0.126 -0.202
0.029 -0.036 -0.020

Values from the calculation:
Spin multiplicity: 2
HOMO energy (alpha / beta): -3.93 / -3.93 eV
Calculated total energy: -98099.1568 eV
Frontier orbital gap (alpha / beta): 0.1666 / 0.1851 Ha
Net charge: -1
ΔE to the lowest compared entry with this formula, charge and spin: 87.8 kcal per mole